Record 1
Here is C27H34BrIO10Si2 as an isolated structure in a non-equilibrium geometry from OMol25. Energies are from wB97M-V/def2-TZVPD.

Each line ends with the Löwdin charge.
Element x y z (Å)
C 0.123 2.049 -5.873  -0.0997
C 0.620 3.260 -5.076  -0.3058
C 2.015 3.018 -4.448  -0.2256
Si 1.949 2.977 -2.587  0.4278
O 2.756 4.331 -2.047  -0.1867
C 2.873 4.477 -0.625  -0.2162
C 1.740 5.254 0.024  -0.4090
C 2.225 5.807 1.371  -0.0229
O 0.651 4.392 0.342  -0.0574
O 2.744 1.672 -1.900  -0.2425
Si 2.048 0.179 -1.812  -0.0198
O 2.363 -0.745 -3.150  -0.1530
Br -0.197 0.229 -1.636  0.4435
C 2.759 -0.630 -0.286  -0.2885
C 2.584 -2.138 -0.171  -0.3456
C 1.180 -2.650 0.108  -0.6576
I 0.219 -1.721 1.771  0.8749
H 0.454 2.091 -6.899  0.0708
H 0.501 1.154 -5.399  0.0561
H -0.957 2.020 -5.839  0.0668
H -0.099 3.474 -4.290  0.0689
H 0.656 4.146 -5.691  0.0963
H 2.636 3.865 -4.719  0.0750
H 2.499 2.152 -4.884  0.0771
H 0.558 3.112 -2.141  0.0102
H 2.932 3.519 -0.105  0.1183
H 3.816 4.978 -0.454  0.1188
H 1.447 6.054 -0.650  0.1462
H 1.718 6.735 1.587  0.0794
H 3.299 5.926 1.374  0.0736
H 1.984 5.055 2.110  0.0660
H 0.081 4.318 -0.439  0.0722
H 1.520 -1.023 -3.550  0.0440
H 2.308 -0.104 0.547  0.0056
H 3.809 -0.365 -0.249  0.0897
H 3.206 -2.473 0.652  0.1033
H 2.972 -2.595 -1.073  0.1055
H 0.568 -2.608 -0.782  0.0208
H 1.269 -3.692 0.372  0.0264
C 1.423 2.568 4.026  0.0235
C 2.093 1.839 3.139  0.0116
C 3.251 1.004 3.544  -0.3839
O 3.864 0.341 2.734  0.0947
C 3.633 1.012 4.978  0.0222
C 2.963 1.741 5.866  0.0220
C 1.805 2.577 5.460  -0.3846
O 1.194 3.239 6.270  0.1090
H 0.575 3.183 3.751  0.1248
H 1.828 1.819 2.088  0.1110
H 4.480 0.396 5.252  0.1213
H 3.225 1.762 6.916  0.1216
C -5.640 -2.353 3.453  0.0195
C -6.556 -2.345 2.488  0.0180
C -6.179 -2.097 1.074  -0.3858
O -7.015 -2.091 0.195  0.1011
C -4.746 -1.859 0.776  0.0150
C -3.830 -1.868 1.741  0.0096
C -4.205 -2.117 3.154  -0.3829
O -3.371 -2.127 4.035  0.0976
H -5.891 -2.532 4.491  0.1207
H -7.607 -2.517 2.683  0.1204
H -4.491 -1.684 -0.260  0.1138
H -2.777 -1.700 1.548  0.0369
C -3.811 -5.225 -1.790  0.0256
C -3.903 -6.552 -1.816  0.0239
C -2.919 -7.406 -1.104  -0.3854
O -3.001 -8.614 -1.130  0.1113
C -1.831 -6.723 -0.359  0.0272
C -1.740 -5.397 -0.332  0.0279
C -2.722 -4.546 -1.046  -0.3751
O -2.640 -3.336 -1.017  0.0845
H -4.518 -4.583 -2.301  0.1246
H -4.689 -7.069 -2.352  0.1232
H -1.126 -7.365 0.155  0.1237
H -0.957 -4.877 0.206  0.1046

Frontier orbital gap in eV: 7.773
Highest occupied orbital energy in eV: -9.453
LUMO in eV: -1.68
Spin multiplicity: 1

***

Record 2
Here is C27H34BrMgN3O3S2Si as an isolated structure in a non-equilibrium geometry from OMol25. Energies are from wB97M-V/def2-TZVPD.

Each line ends with the Löwdin charge.
Element x y z (Å)
Mg -0.167 -0.191 0.426  0.3704
C -1.735 2.919 1.455  -0.0343
C -2.634 1.859 0.901  -0.3261
C -3.999 2.069 0.771  -0.0861
C -4.774 1.049 0.217  -0.1163
C -4.178 -0.107 -0.196  -0.0412
C -2.765 -0.258 -0.059  -0.4532
N -2.059 0.734 0.517  0.0958
N -2.055 -1.289 -0.446  -0.0692
Si -2.529 -2.652 -1.329  0.4114
C -3.313 -2.254 -3.052  -0.1817
C -1.000 -3.739 -1.661  -0.1652
C -3.833 -3.815 -0.505  -0.1910
H -2.286 3.655 2.039  0.0703
H -1.239 3.421 0.626  0.0710
H -0.967 2.449 2.064  0.0196
H -4.456 2.994 1.098  0.0823
H -5.848 1.182 0.115  0.0893
H -4.748 -0.915 -0.626  0.0751
H -2.714 -1.520 -3.582  0.0026
H -4.308 -1.831 -2.941  0.0002
H -3.399 -3.133 -3.686  0.0059
H -0.147 -3.113 -1.886  0.0086
H -1.152 -4.426 -2.490  0.0103
H -0.756 -4.329 -0.783  0.0153
H -4.843 -3.421 -0.581  -0.0006
H -3.605 -3.926 0.550  -0.0156
H -3.834 -4.808 -0.949  0.0085
C 2.299 -0.228 4.839  -0.1743
C 2.044 -0.185 3.343  -0.7875
S 0.446 0.354 2.970  0.5646
C 3.023 -0.533 2.478  -0.6575
C 4.360 -1.091 2.900  -0.1536
S 2.928 -0.304 0.728  0.9018
H 1.373 0.028 5.348  0.0243
H 3.066 0.500 5.120  0.0672
H 2.620 -1.217 5.170  0.0613
H 4.417 -1.249 3.974  0.0443
H 5.171 -0.420 2.603  0.0535
H 4.525 -2.048 2.399  0.0499
C 2.082 6.273 0.136  -0.1180
O 1.935 5.901 -1.208  -0.1039
C 1.527 4.597 -1.450  -0.2810
C 1.362 4.258 -2.810  -0.0551
C 0.998 2.980 -3.148  -0.0552
C 0.749 1.990 -2.186  -0.0949
C 0.427 0.628 -2.509  -0.3568
C 0.351 0.233 -3.986  -0.0124
O 0.254 -0.265 -1.684  -0.0087
C 0.855 2.336 -0.789  -0.3533
O 0.580 1.548 0.134  -0.1605
C 1.285 3.672 -0.478  0.0508
H 2.344 7.332 0.133  0.0809
H 2.875 5.702 0.630  0.0944
H 1.150 6.129 0.692  0.0912
H 1.552 5.017 -3.556  0.0936
H 0.909 2.740 -4.201  0.0972
H 1.317 0.393 -4.463  0.0767
H -0.409 0.813 -4.503  0.0756
H 0.094 -0.823 -4.043  0.0733
H 1.400 3.882 0.575  0.1142
Br -1.191 -2.948 2.330  0.7246
C 0.552 -2.971 1.521  -0.7644
C 1.365 -4.025 1.863  -0.2035
C 2.625 -4.067 1.214  -0.1534
C 2.959 -3.105 0.328  -0.1560
C 2.069 -1.955 0.093  -0.5392
N 0.788 -2.019 0.664  -0.1060
H 1.053 -4.789 2.557  0.0553
H 3.293 -4.900 1.422  0.0872
H 3.909 -3.107 -0.195  0.0832
H 2.007 -1.658 -0.959  0.0739

Frontier orbital gap in eV: 4.637
Charge: -2
Highest occupied orbital energy in eV: -0.186
LUMO in eV: 4.45
Spin multiplicity: 1
Energy relative to the best compared isomer or geometry (same formula, charge and spin) in eV: 1.133

***

Record 3
Here is a 5-piece molecular cluster, C27H34ClFIN2O16 overall in a non-equilibrium geometry from OMol25. Energies are from wB97M-V/def2-TZVPD.

Each line ends with the Löwdin charge.
Element x y z (Å)
C 2.989 0.062 -2.908  -0.0740
C 1.732 -0.702 -2.430  -0.2368
C 1.215 -0.060 -1.128  -0.6406
I 0.621 -1.461 0.401  1.1386
C 0.152 0.963 -1.330  -0.1333
C -1.162 0.714 -1.750  -0.0924
C -1.643 -0.668 -2.134  -0.0803
C -1.992 -0.747 -3.624  -0.2043
O -1.797 -1.766 -4.215  0.0923
C -2.062 1.784 -1.808  -0.0483
C -3.505 1.594 -2.169  -0.4637
O -3.902 1.802 -3.264  0.2026
O -4.352 1.204 -1.203  0.0766
C -3.844 1.084 0.132  -0.1383
C -5.013 0.613 0.980  -0.7962
O -5.522 -0.426 0.788  0.1190
Cl -5.548 1.671 2.267  0.7284
C -1.654 3.081 -1.524  0.0940
C -0.339 3.324 -1.165  -0.1381
C 0.155 4.708 -0.900  -0.0906
C 0.270 5.479 -2.245  -0.2371
N 1.032 4.804 -3.280  0.0210
N 0.472 2.255 -1.071  0.0801
F 1.741 2.519 -0.697  0.1172
H 3.373 0.734 -2.145  0.0675
H 3.772 -0.631 -3.167  0.0720
H 2.798 0.655 -3.796  0.0725
H 2.013 -1.736 -2.287  0.1010
H 1.009 -0.628 -3.235  0.0932
H 2.065 0.434 -0.691  0.0512
H -2.556 -0.869 -1.576  0.1370
H -0.910 -1.442 -1.980  0.0659
H -2.395 0.128 -4.149  0.1309
H -3.484 2.032 0.517  0.1186
H -3.095 0.300 0.211  0.1311
H -2.337 3.913 -1.572  0.1573
H -0.599 5.186 -0.279  0.1306
H 1.104 4.717 -0.382  0.1177
H 0.747 6.433 -2.066  0.1198
H -0.740 5.608 -2.624  0.1145
H 0.555 4.014 -3.689  0.0688
H 1.968 4.554 -2.995  0.0789
C 6.033 -1.186 0.947  -0.1113
C 5.074 -1.982 0.086  -0.1090
O 5.009 -1.193 -1.111  0.0178
C 6.148 -0.449 -1.186  -0.5651
O 6.469 0.185 -2.134  0.1816
O 6.847 -0.530 -0.030  0.0696
H 6.644 -1.806 1.597  0.1355
H 5.526 -0.428 1.547  0.1314
H 5.459 -2.971 -0.166  0.1371
H 4.086 -2.087 0.530  0.1058
C -2.406 -0.788 3.891  -0.1056
C -1.502 -0.947 5.090  -0.1018
O -0.874 -2.209 4.831  0.0843
C -0.913 -2.439 3.508  -0.6148
O -0.328 -3.316 2.952  0.0990
O -1.706 -1.535 2.880  -0.0227
H -2.534 0.248 3.584  0.1233
H -3.387 -1.239 4.048  0.1382
H -0.728 -0.177 5.142  0.1368
H -2.053 -0.969 6.022  0.1007
C -3.198 -1.901 10.274  -0.1044
C -2.005 -2.577 9.629  -0.1049
O -2.463 -2.777 8.285  0.0662
C -3.436 -1.877 8.033  -0.5770
O -3.904 -1.677 6.954  0.1438
O -3.805 -1.234 9.158  0.0714
H -2.924 -1.186 11.044  0.1345
H -3.913 -2.615 10.686  0.1363
H -1.122 -1.937 9.607  0.1337
H -1.746 -3.526 10.089  0.1352
C 0.968 -2.251 -5.976  -0.1111
C 1.307 -2.112 -7.444  -0.1050
O 2.227 -1.018 -7.437  0.0724
C 2.794 -0.942 -6.214  -0.5634
O 3.717 -0.249 -5.940  0.1688
O 2.160 -1.768 -5.332  0.0334
H 0.765 -3.276 -5.678  0.1388
H 0.130 -1.623 -5.683  0.1038
H 1.809 -2.994 -7.845  0.1365
H 0.444 -1.881 -8.062  0.1359

Frontier orbital gap in eV: 8.098
Charge: +1
Highest occupied orbital energy in eV: -12.587
LUMO in eV: -4.49
Spin multiplicity: 1

***

What is the formula in the second record?
C27H34BrMgN3O3S2Si

***

What is the spin multiplicity in the second record?
1